(1)
C2H7N2O2 | ωB97M-V with the def2-TZVPD basis set

For the energy above the lowest of the compared OMol25 structures with the same formula, charge and spin, the calculation gives 43.2 kJ/mol. As for the total energy: -340.4548 hartree.

The geometry in ORCA input format:
```
! RIJCOSX wB97M-V def2-TZVPD def2/J DEFGRID3
* xyz -1 1
N -1.0973 0.5744 0.1205
C -1.4170 -0.7586 -0.3208
N -0.4186 -1.8487 -0.0756
H -0.8496 0.4986 1.1022
H -0.2245 0.8623 -0.3652
H -1.5131 -0.7809 -1.4096
H -2.3636 -1.0908 0.0949
H -0.3823 -1.9974 0.9292
H 0.5136 -1.4896 -0.2537
O 2.0768 0.2562 0.1895
C 1.9520 1.4722 0.0438
O 1.1499 2.1022 -0.7063
H 2.5737 2.2001 0.6511
*
```

natural (NBO) population analysis, charges in e, atoms 1 to 4: atom 1 (N): -0.867, atom 2 (C): -0.051, atom 3 (N): -0.876, atom 4 (H): 0.329

***

(2)
C9H15N2P | ωB97M-V with the def2-TZVPD basis set

For the energy above the lowest of the compared OMol25 structures with the same formula, charge and spin, the calculation gives 322.2 kJ/mol. As for the total energy: -802.5843 hartree.

The geometry in ORCA input format:
```
! RIJCOSX wB97M-V def2-TZVPD def2/J DEFGRID3
* xyz 0 1
C -2.3547 2.5569 2.9922
C 0.5844 1.2499 0.5271
C 0.6185 1.7183 1.9132
C 0.6662 -0.3695 -1.2655
C 0.5863 -0.0336 0.1580
C 0.1266 -1.0591 1.1314
C -0.2957 -2.5168 -3.8402
C 0.7727 -1.5735 -3.2613
C 0.7612 3.3876 3.4139
N 0.5636 -1.4955 -1.8115
N 0.5129 2.9909 2.1759
P -1.8837 3.5410 4.2073
H -3.3665 2.3124 2.5486
H -1.4294 2.0628 2.6301
H 0.9422 2.0140 -0.2473
H 0.9682 0.9847 2.6516
H 0.7925 0.4993 -1.9036
H -0.7342 -1.6541 0.8542
H -0.1784 -0.6666 2.1256
H 0.9088 -1.7737 1.1022
H -0.3716 -3.2501 -3.1748
H -1.2614 -2.0587 -3.8675
H -0.0490 -2.9531 -4.8118
H 0.7400 -0.5066 -3.7348
H 1.7700 -2.0664 -3.3262
H 1.0563 4.4921 3.6594
H 1.2297 2.6551 4.2837
*
```

natural (NBO) population analysis, charges in e, atoms 1 to 4: atom 1 (C): -0.925, atom 2 (C): -0.198, atom 3 (C): 0.021, atom 4 (C): 0.092

***

(3)
C2H5BrN2O2 | ωB97M-V with the def2-TZVPD basis set

For the energy above the lowest of the compared OMol25 structures with the same formula, charge and spin, the calculation gives 69.3 kJ/mol. As for the total energy: -2913.0558 hartree.

The geometry in ORCA input format:
```
! RIJCOSX wB97M-V def2-TZVPD def2/J DEFGRID3
* xyz 0 3
C -0.7271 1.6741 -0.0428
C -0.5163 0.1688 -0.1526
N 0.0901 0.0978 -1.3838
N 0.2736 -0.2653 0.9631
O -0.8277 2.1871 1.2196
O -0.6526 2.3447 -1.0275
Br -2.5713 -0.3768 -0.0140
H -0.1113 0.6704 -2.1710
H 0.2837 -0.8509 -1.6085
H 0.3324 -1.2460 0.8258
H -1.1430 1.3917 1.6401
H 1.2292 0.0827 0.9758
*
```

natural (NBO) population analysis, charges in e, atoms 1 to 4: atom 1 (C): 0.727, atom 2 (C): -0.002, atom 3 (N): -0.616, atom 4 (N): -0.832

***

(4)
C6H6O2Sn | ωB97M-V with the def2-TZVPD basis set

For the energy above the lowest of the compared OMol25 structures with the same formula, charge and spin, the calculation gives 55.8 kJ/mol. As for the total energy: -596.2145 hartree.

The geometry in ORCA input format:
```
! RIJCOSX wB97M-V def2-TZVPD def2/J DEFGRID3
* xyz 2 1
Sn -1.4214 -2.1613 3.8211
C -1.1339 0.8111 -0.6656
C -0.9057 0.6859 0.6797
C 0.1884 -0.0785 1.1197
C 1.1385 -0.5502 0.2196
C 0.9349 -0.4308 -1.1698
C -0.2145 0.3085 -1.5961
O -0.5993 0.4118 -2.9384
O 0.3703 -0.2357 2.4604
H -1.9952 1.3469 -1.0363
H -1.5786 1.1228 1.4027
H 2.0630 -1.0222 0.5177
H 1.6533 -0.8369 -1.8665
H 0.2291 0.5325 -3.4082
H 1.2712 0.0960 2.4601
*
```

natural (NBO) population analysis, charges in e, atoms 1 to 4: atom 1 (Sn): 1.535, atom 2 (C): -0.225, atom 3 (C): -0.223, atom 4 (C): 0.246

***

(5)
C7H8 | ωB97M-V with the def2-TZVPD basis set

For the energy above the lowest of the compared OMol25 structures with the same formula, charge and spin, the calculation gives 357.0 kJ/mol. The SMILES is C#CC[C@H](C)C#C. As for the total energy: -271.3955 hartree.

The geometry in ORCA input format:
```
! RIJCOSX wB97M-V def2-TZVPD def2/J DEFGRID3
* xyz 0 1
C 2.9520 0.7756 -0.2625
C 1.7651 0.8858 -0.4361
C 0.3036 0.9581 -0.5198
C -0.3145 -0.1141 0.4098
C -0.1413 -1.5167 -0.1859
C -1.7195 0.1795 0.7162
C -2.8635 0.4185 1.0087
H 4.0023 0.6788 -0.0976
H -0.0353 0.7899 -1.5500
H -0.0314 1.9590 -0.2249
H 0.2383 -0.0659 1.3561
H -0.7660 -1.6380 -1.0776
H 0.9050 -1.6699 -0.4696
H -0.4248 -2.2871 0.5363
H -3.8731 0.6260 1.2855
*
```

natural (NBO) population analysis, charges in e, atoms 1 to 4: atom 1 (C): -0.260, atom 2 (C): 0.009, atom 3 (C): -0.469, atom 4 (C): -0.288

***

(6)
C37H30BrCl2N4O3S2Sn | ωB97M-V with the def2-TZVPD basis set

For the energy above the lowest of the compared OMol25 structures with the same formula, charge and spin, the calculation gives 49.3 kJ/mol. As for the total energy: -6377.7473 hartree.

The geometry in ORCA input format:
```
! RIJCOSX wB97M-V def2-TZVPD def2/J DEFGRID3
* xyz 1 1
Sn 0.8859 0.5610 -0.0808
Cl 0.4563 2.9376 1.7972
C -0.5977 3.8097 0.7302
C -1.5482 4.6475 1.2817
C -2.3970 5.3485 0.4420
C -2.2939 5.1999 -0.9302
C -1.3446 4.3431 -1.4598
Cl -1.2542 4.2005 -3.1887
C -0.4683 3.6182 -0.6475
S 0.7487 2.5703 -1.3832
H -1.6094 4.7537 2.3554
H -3.1358 6.0188 0.8589
H -2.9477 5.7423 -1.5984
C -3.9992 -3.3245 1.9910
C -3.4548 -2.2724 2.9438
N -2.0166 -2.0258 2.7291
C -1.0942 -2.7668 3.6017
C -0.5323 -1.9048 4.7221
C -1.6287 -1.2262 1.7391
S 0.1106 -1.2262 1.4357
N -2.5925 -0.6453 1.0339
C -2.3694 0.3564 0.1886
O -1.2962 1.0039 0.0713
C -3.5059 0.7480 -0.6842
C -4.8140 0.3778 -0.3829
C -5.8493 0.7746 -1.2135
C -5.5803 1.5320 -2.3474
C -4.2744 1.8911 -2.6565
C -3.2390 1.5021 -1.8236
H -5.0204 -3.5875 2.2665
H -3.3950 -4.2326 2.0269
H -4.0021 -2.9436 0.9704
H -3.5607 -2.5954 3.9783
H -3.9865 -1.3325 2.8267
H -0.2949 -3.1989 3.0015
H -1.6677 -3.5930 4.0178
H 0.0749 -1.0925 4.3252
H 0.0944 -2.5127 5.3747
H -1.3366 -1.4753 5.3206
H -5.0079 -0.2038 0.5081
H -6.8680 0.4979 -0.9765
H -6.3922 1.8415 -2.9927
H -4.0633 2.4758 -3.5425
H -2.2151 1.7640 -2.0524
C 4.6676 1.1043 -2.6763
C 3.6930 1.1507 -1.6731
N 2.5674 0.4642 -1.7623
C 2.3444 -0.2955 -2.8422
C 3.2533 -0.4041 -3.8936
C 4.4465 0.3295 -3.7860
C 2.9356 -1.2543 -5.0093
C 1.7849 -1.9555 -5.0348
C 0.8346 -1.8600 -3.9576
C -0.3739 -2.5730 -3.9311
C -1.2289 -2.4128 -2.8730
C -0.8790 -1.5361 -1.8420
N 0.2532 -0.8553 -1.8414
C 1.1058 -1.0199 -2.8766
H 5.5746 1.6801 -2.5616
H 3.8293 1.7551 -0.7845
H 5.1793 0.2760 -4.5815
H 3.6422 -1.3202 -5.8264
H 1.5512 -2.6029 -5.8700
H -0.6158 -3.2461 -4.7443
H -2.1650 -2.9491 -2.8174
H -1.5397 -1.3972 -1.0010
Br 5.1024 2.3876 1.8519
C 5.1434 0.6230 2.5375
C 6.1500 0.3426 3.4479
C 6.2969 -0.9414 3.9508
C 5.4536 -1.9593 3.5305
C 4.4538 -1.6776 2.6190
C 4.2729 -0.3855 2.1224
C 3.1157 -0.2020 1.2196
O 2.6507 -1.1528 0.5706
O 2.5275 0.9559 1.1455
H 6.8180 1.1329 3.7591
H 7.0810 -1.1431 4.6684
H 5.5769 -2.9643 3.9095
H 3.7799 -2.4505 2.2758
*
```

Mulliken population analysis, charges in e, atoms 1 to 4: atom 1 (Sn): 1.754, atom 2 (Cl): -0.124, atom 3 (C): 0.847, atom 4 (C): -0.769

***

(7)
C21H22N4O5 | ωB97M-V with the def2-TZVPD basis set

For the energy above the lowest of the compared OMol25 structures with the same formula, charge and spin, the calculation gives 219.3 kJ/mol. The SMILES is COc1ccc(-c2noc(CCCC(=O)Nc3ccc(C(N)=O)cc3)n2)cc1OC. As for the total energy: -1408.6868 hartree.

The geometry in ORCA input format:
```
! RIJCOSX wB97M-V def2-TZVPD def2/J DEFGRID3
* xyz 0 1
C 3.9583 -3.3137 0.5755
O 2.9154 -3.0817 -0.3407
C 2.4440 -1.8057 -0.4820
C 2.8307 -0.7284 0.2947
C 2.2174 0.5026 0.1352
C 1.2262 0.6642 -0.8193
C 0.5147 1.9193 -0.9110
N -0.2561 2.2885 -1.9008
O -0.7703 3.4903 -1.5231
C -0.2754 3.7600 -0.3157
C -0.6608 4.9817 0.4291
C -0.5995 4.7128 1.9353
C -1.7997 3.8904 2.4215
C -2.0235 2.6334 1.5893
O -2.8218 2.6101 0.6795
N -1.2649 1.5717 1.9831
C -1.2122 0.2883 1.4322
C -0.2759 -0.6072 1.9502
C -0.1934 -1.8987 1.4719
C -1.0529 -2.3309 0.4665
C -1.0634 -3.7289 -0.0530
N 0.1037 -4.4176 0.0553
O -2.0715 -4.2387 -0.5032
C -1.9891 -1.4351 -0.0418
C -2.0696 -0.1380 0.4211
N 0.5360 2.8377 0.1035
C 0.8630 -0.4009 -1.6443
C 1.4581 -1.6355 -1.4831
O 1.1622 -2.7485 -2.2041
C 0.1503 -2.6604 -3.1813
H 4.8446 -2.7203 0.3334
H 3.6472 -3.0999 1.6037
H 4.1979 -4.3719 0.4850
H 3.5951 -0.8417 1.0464
H 2.4974 1.3382 0.7559
H 0.0339 5.7837 0.1649
H -1.6632 5.2787 0.1174
H -0.5890 5.6622 2.4731
H 0.3307 4.1841 2.1487
H -2.7051 4.4927 2.3260
H -1.6643 3.6286 3.4722
H -0.5756 1.7460 2.7013
H 0.3875 -0.2838 2.7406
H 0.5195 -2.5825 1.9080
H 0.9893 -3.9383 0.0771
H 0.1111 -5.3245 -0.3864
H -2.6696 -1.7801 -0.8059
H -2.7969 0.5424 0.0120
H 0.0942 -0.2327 -2.3787
H 0.0835 -3.6538 -3.6212
H -0.8128 -2.3976 -2.7352
H 0.4056 -1.9336 -3.9580
*
```

natural (NBO) population analysis, charges in e, atoms 1 to 4: atom 1 (C): -0.251, atom 2 (O): -0.506, atom 3 (C): 0.249, atom 4 (C): -0.295

***

> Among the records above, which one has the lowest energy above the lowest of the compared OMol25 structures with the same formula, charge and spin?

C2H7N2O2

***

> The highest energy above the lowest of the compared OMol25 structures with the same formula, charge and spin belongs to which entry?

C7H8